# 1
{"formula": "C3H5O3Y", "method": "ωB97M-V/def2-TZVPD", "e_above_lowest_kj_mol": 44.7, "homo_ha": [-0.4200, -0.5216], "charge": 1, "lumo_ha": [-0.2033, -0.2079], "spin_multiplicity": 2, "gap_ev": [5.9, 8.5], "energy_ev": -10367.30087, "elements": ["H", "C", "C", "O", "C", "O", "Y", "O", "H", "H", "H", "H"], "positions_angstrom": [[-2.30, 0.66, 0.68], [-1.27, 0.46, 0.39], [-0.31, 1.16, 1.02], [1.01, 0.93, 1.14], [1.59, 0.16, 0.15], [2.93, 0.35, 0.28], [0.26, -1.49, -0.75], [-1.20, -1.90, -2.17], [-1.31, 0.04, -0.62], [-2.15, -1.83, -2.09], [-0.60, 1.97, 1.69], [3.37, -0.51, 0.30]], "mulliken_charge": [0.284, -0.935, 0.312, -0.187, -0.275, -0.365, 1.562, -0.798, 0.414, 0.302, 0.361, 0.326]}

---

# 2
{"formula": "C4H2IN2O", "method": "ωB97M-V/def2-TZVPD", "homo_ha": [-0.5388, -0.5363], "charge": 1, "lumo_ha": [-0.2511, -0.2542], "spin_multiplicity": 1, "gap_ev": [7.8, 7.7], "energy_ev": -17294.76639, "smiles": "O=C(I)c1[nH]c#c[nH+]1", "elements": ["C", "C", "C", "C", "N", "N", "O", "I", "H", "H"], "positions_angstrom": [[0.85, 2.07, 0.45], [1.08, 1.65, -0.89], [0.07, 0.03, 0.20], [-0.76, -1.59, 0.29], [0.16, 1.02, 1.05], [0.66, 0.37, -0.97], [-0.88, -2.09, 1.33], [-1.37, -2.17, -1.63], [-0.43, 1.02, 1.92], [0.61, -0.30, -1.73]], "mulliken_charge": [0.057, 0.122, 0.329, 0.193, -0.065, -0.011, -0.281, 0.234, 0.315, 0.108]}

---

# 3
{"formula": "CHF3NO2S", "method": "ωB97M-V/def2-TZVPD", "e_above_lowest_kj_mol": 30.4, "homo_ha": -0.1734, "charge": -1, "lumo_ha": 0.1487, "spin_multiplicity": 1, "gap_ev": 8.8, "energy_ev": -25627.47683, "elements": ["C", "N", "O", "O", "F", "F", "F", "S", "H"], "positions_angstrom": [[-1.05, -0.20, -0.01], [-0.07, 0.54, 0.54], [2.30, -0.55, 0.93], [2.03, 0.73, -1.09], [-2.32, -0.05, 0.49], [-1.38, -0.12, -1.44], [-0.88, -1.55, 0.17], [1.53, -0.39, -0.25], [-0.16, 1.59, 0.65]], "mulliken_charge": [0.770, -0.500, -0.521, -0.611, -0.291, -0.343, -0.277, 0.553, 0.221]}

---

# 4
{"formula": "C8H14N2O2", "method": "ωB97M-V/def2-TZVPD", "e_above_lowest_kj_mol": 658.9, "homo_ha": [-0.3087, -0.2923], "lumo_ha": [-0.0270, -0.0440], "spin_multiplicity": 1, "gap_ev": [7.7, 6.8], "energy_ev": -15590.96106, "elements": ["C", "C", "C", "C", "C", "C", "C", "C", "N", "N", "O", "O", "H", "H", "H", "H", "H", "H", "H", "H", "H", "H", "H", "H", "H", "H"], "positions_angstrom": [[1.21, 1.14, 1.32], [1.70, -0.14, 1.54], [0.77, 1.45, -0.03], [1.99, -1.10, 0.60], [-0.50, 0.72, -0.35], [-0.41, -0.80, -0.18], [-0.87, 1.06, -1.79], [-1.15, -1.50, 0.85], [-1.52, 1.17, 0.50], [-0.02, -1.59, -1.28], [0.75, -1.21, -2.17], [-0.33, -2.77, -1.21], [0.97, 1.97, 2.03], [1.87, -0.47, 2.60], [0.64, 2.58, -0.16], [1.38, 0.84, -0.67], [2.23, -0.66, -0.40], [2.10, -2.23, 0.84], [0.02, 0.97, -2.26], [-1.28, 2.07, -1.86], [-1.58, 0.33, -2.17], [-0.76, -2.42, 1.18], [-2.23, -1.47, 0.57], [-1.10, -0.93, 1.88], [-1.50, 2.16, 0.56], [-2.37, 0.82, 0.07]], "mulliken_charge": [-0.535, 0.104, -1.010, -0.830, 2.225, -0.609, -2.186, -1.483, -0.625, 1.124, -0.633, -0.691, 0.279, 0.301, 0.546, 0.164, 0.431, 0.299, 0.615, 0.429, 0.361, 0.443, 0.340, 0.321, 0.330, 0.290]}